1.
19
Properties=species:S:1:pos:R:3:mulliken_charge:R:1 method="wB97M-V/def2-TZVPD" homo_ev="-7.90 / -7.90" total_charge=0 mol_weight_g_mol=118.2 de_lowest_kj_mol=645.9 max_force_ev_per_a=3.33 orbital_gap_ha="0.2543 / 0.2544"
C 0.99227 -0.08450 -0.34960 0.1489
C -0.01403 0.15369 -1.12248 0.1411
C 1.65000 -0.73691 0.60150 -0.0962
C 1.08715 -1.56653 1.59986 -0.6683
C 2.31382 -0.77952 1.93406 0.2382
C -1.28428 0.21795 -1.48060 0.6620
C 2.44695 0.39987 2.86802 -1.3748
C -2.17553 -1.03433 -1.69387 -1.1037
C -1.95693 1.41341 -1.93228 -1.2416
H 3.23450 -1.36159 2.08472 0.2911
H 1.52146 0.98726 2.86199 0.3205
H 3.04189 1.26324 2.54744 0.3245
H 2.66938 0.11087 3.83500 0.3922
H -3.17040 -0.71769 -1.89048 0.3738
H -2.13344 -1.59451 -0.81080 0.3448
H -1.85439 -1.75677 -2.56703 0.2574
H -3.01981 1.25387 -1.96595 0.3288
H -1.56663 1.40647 -2.95268 0.2985
H -1.78197 2.42571 -1.56682 0.3628

=====

2.
19
Properties=species:S:1:pos:R:3:mulliken_charge:R:1 method="wB97M-V/def2-TZVPD" homo_ev=-8.40 total_charge=0 mol_weight_g_mol=118.2 de_lowest_kj_mol=677.0 max_force_ev_per_a=12.83 orbital_gap_ha=0.3370
C -1.49700 2.63947 1.40922 -1.6229
C -0.82635 1.33460 0.64273 0.7658
C 0.00093 0.53116 1.48390 -0.6017
C 0.53174 -0.56385 0.86898 -0.6797
C 0.36957 -0.81898 -0.46680 0.7703
C 1.02091 -2.04226 -1.26740 -0.3102
C 2.23962 -2.43435 -1.01365 -0.7428
C -0.58966 -0.00460 -1.22576 -0.4476
C -1.10345 1.08848 -0.60693 -0.8685
H -1.71239 3.00784 0.59129 0.4317
H -1.23484 2.94988 2.27420 0.5305
H -2.55420 1.84869 1.93163 0.2151
H 0.41435 1.10193 2.27775 0.3210
H 1.07977 -1.12174 1.41951 0.6349
H 0.23059 -2.50982 -2.39745 0.1590
H 2.63652 -3.11118 -1.51352 0.4294
H 3.07318 -1.98029 -0.18787 0.1615
H -1.17567 -0.20923 -2.28600 0.1129
H -1.63520 1.64584 -1.05533 0.7417

=====

Calculated total energy
In order: -9486.728 -9486.406
Unit: eV